ORCA calculation (ωB97M-V with the def2-TZVPD basis set) on a structure of composition C17H31F5P2Pt.

```
56
Properties=species:S:1:pos:R:3:forces:R:3:mulliken_charge:R:1
P -0.86460 1.60890 1.38804 -3.10 1.67 0.87 1.11
P -2.14908 -1.11103 -0.63225 -3.95 2.94 -0.55 0.41
C -2.70048 1.24469 1.07786 -0.75 0.30 0.00 -1.01
C -2.92497 -0.24309 0.82137 -0.31 -1.20 0.36 -1.15
H -3.06159 1.85811 0.23790 0.28 -0.16 0.28 0.51
H -3.26813 1.58190 1.95532 0.02 -0.40 -0.24 0.65
H -2.63023 -0.81964 1.70675 -0.25 0.06 0.01 0.48
H -3.99559 -0.41216 0.65692 0.01 -0.01 0.31 0.77
C -3.32493 -0.81739 -1.99905 -0.11 -0.25 0.18 -1.28
H -3.01814 -1.40331 -2.87931 -0.08 0.25 0.19 0.44
H -3.35949 0.25072 -2.25651 0.06 -0.33 0.07 0.41
H -4.32818 -1.14641 -1.69409 0.23 0.04 -0.17 0.50
C -2.23843 -2.91906 -0.44630 0.83 -0.62 0.38 -1.29
H -3.28407 -3.23553 -0.60982 0.28 0.60 -0.06 0.44
H -1.95650 -3.27541 0.55703 0.04 0.23 -0.39 0.45
H -1.62786 -3.45101 -1.19568 -0.12 0.34 0.23 0.47
C -0.65522 3.46948 1.45378 -0.16 1.35 -0.09 -1.22
H 0.30625 3.77386 1.88935 -0.23 -0.35 -0.12 0.37
H -1.42910 3.94808 2.06264 0.05 -0.34 -0.12 0.53
H -0.72685 3.92198 0.46049 0.03 -0.27 0.04 0.44
C -1.27430 1.76958 3.34531 -0.82 0.24 2.50 -1.43
H -1.83207 0.89101 3.70121 0.22 0.05 -0.54 0.51
H -1.89338 2.64668 3.57354 0.17 -0.17 -0.56 0.51
H -0.36695 1.85327 3.96361 0.04 -0.03 -0.68 0.33
Pt 3.34249 -2.60903 -0.76698 -0.33 -1.22 -0.54 0.48
C -0.86006 0.09030 -1.00301 2.76 -2.57 -0.29 -0.64
C -0.68132 1.50335 -0.46044 -0.12 -0.30 -0.82 -0.56
C 0.70871 2.02235 -0.73170 0.48 0.19 -0.80 -1.19
C 1.70228 1.55188 0.33979 0.66 0.45 -0.03 -0.53
C 1.02253 1.20830 1.64985 2.05 0.18 0.81 -1.26
C 0.03100 0.12617 1.92711 1.90 -1.98 -1.16 0.31
C 0.21108 -1.10723 1.02230 -0.35 -0.32 0.24 -1.23
C 0.29081 -0.84459 -0.46364 1.22 0.19 -1.19 -0.33
C 4.02807 -1.47235 0.69855 0.51 0.93 0.83 -0.98
H -0.74148 0.13401 -2.09670 -0.13 -0.04 0.22 0.79
H -1.42716 2.16651 -0.90451 0.08 -0.02 0.24 0.64
H 0.71613 3.11924 -0.75044 -0.17 -0.35 -0.04 0.39
H 1.00530 1.72151 -1.74493 0.16 -0.02 0.18 0.52
H 2.33376 0.74557 -0.05949 -0.05 0.21 0.46 -0.14
H 2.37912 2.39776 0.53579 -0.11 -0.41 0.08 0.72
H 1.47098 1.69553 2.52115 -0.24 -0.18 -0.20 0.50
H -0.04870 -0.17478 2.97631 -0.07 0.39 -0.38 0.70
H -0.59620 -1.83119 1.20192 0.16 0.22 0.32 0.40
H 1.12044 -1.64466 1.32528 -0.13 0.23 0.08 0.68
H 1.25686 -0.44215 -0.76087 -0.15 -0.03 0.11 -0.50
H 0.31648 -1.80661 -1.00454 -0.35 0.16 0.13 0.59
H 4.71872 -2.10634 1.28550 -0.27 0.38 -0.07 0.44
H 3.21216 -1.05192 1.30670 0.44 -0.07 0.03 0.14
H 4.58111 -0.67318 0.16990 -0.07 -0.21 0.41 0.30
F 1.68997 -2.81091 -3.11025 0.35 0.13 0.06 -0.23
C 3.01490 -2.61198 -2.77537 0.24 -0.13 -0.26 0.42
F 3.75335 -3.57395 -3.41842 -0.58 0.74 0.37 -0.23
C 3.42792 -1.23801 -3.35232 0.34 -0.35 -1.66 0.48
F 3.21990 -1.28361 -4.67833 0.13 0.33 0.39 -0.26
F 2.67379 -0.21883 -2.87113 0.25 -0.35 0.31 -0.13
F 4.73096 -0.96538 -3.14517 -0.99 -0.14 0.26 -0.24
```
Forces are in eV/Å.

Calculated values
spin multiplicity: 5
net charge: +2
Kohn-Sham gap (alpha / beta): 0.2923 / 0.2124 Eh
highest occupied orbital energy (alpha / beta): -13.776 / -15.519 eV
expectation value of S²: 6.015
maximum force: 4.95 eV/A
ΔE to the lowest compared entry with this formula, charge and spin: 153.97 kJ/mol

=====

ORCA calculation (ωB97M-V with the def2-TZVPD basis set) on a cluster of 2 separate species, C17H31FO6 in total.

```
55
Properties=species:S:1:pos:R:3:forces:R:3:mulliken_charge:R:1
C -0.95315 -3.74053 4.20070 -1.39 0.19 0.03 -0.83
O -0.57274 -3.12722 2.94443 1.15 -1.03 1.07 -0.19
C 0.64872 -3.68483 2.40034 0.18 -0.03 -0.56 -0.48
C 0.39897 -3.92178 0.82512 1.90 -0.24 0.69 -0.42
C 1.06491 -2.70668 0.01252 -1.37 -0.91 -1.46 -1.00
C -0.02042 -1.70350 -0.66686 1.39 1.16 -1.16 1.17
C -1.19507 -2.36551 -1.53584 -0.85 -2.00 0.84 -0.11
C -2.58665 -2.54945 -0.77310 -0.47 0.75 -0.77 -1.01
F -1.47119 -1.69425 -2.77424 0.56 -0.56 1.97 -0.37
O 0.81932 -1.10799 -1.73539 -0.08 2.58 0.43 -0.47
C 0.66010 0.30526 -1.78412 0.76 -0.50 -1.60 0.53
O 1.38256 1.01465 -2.50199 -3.20 -2.22 2.98 -0.55
O -0.43320 0.63962 -0.92987 1.87 -0.56 -0.69 -0.43
C -0.27599 -0.35476 0.14787 1.18 -0.95 0.67 -0.11
C -1.32577 -0.31087 1.34476 -0.72 0.14 -0.14 -0.43
C -0.73954 0.19996 2.74188 -0.51 0.84 0.21 -0.59
C 0.24777 1.46453 2.65487 -0.02 0.03 1.23 -0.28
C 1.52083 1.13454 3.58704 -0.28 0.91 -0.46 -0.66
O 2.26002 -0.04261 3.18584 -0.35 0.25 -0.22 -0.48
H -0.07974 -4.08585 4.84733 -1.07 0.52 -0.96 0.36
H -1.66135 -4.61564 3.93719 1.20 1.09 0.73 0.27
H -1.57615 -2.94956 4.76658 1.06 -1.31 -0.77 0.21
H 1.00269 -4.63856 2.95041 -0.97 1.28 -0.89 0.45
H 1.51174 -2.92866 2.55221 -1.36 -1.04 -0.29 0.17
H 0.97929 -4.88381 0.55211 -0.91 1.51 0.32 0.33
H -0.68637 -4.11850 0.54961 1.41 0.45 0.65 0.23
H 1.61585 -3.17978 -0.88479 -0.88 0.95 1.28 0.40
H 1.84435 -2.10937 0.58654 -1.26 -0.75 -0.54 0.30
H -0.83221 -3.42602 -1.81701 -0.33 1.74 0.21 0.32
H -3.08281 -1.50762 -0.74376 0.77 -1.61 0.29 0.29
H -2.50232 -3.00297 0.27102 0.06 0.77 -1.46 0.23
H -3.30350 -3.20330 -1.38872 1.27 0.87 0.81 0.33
H 0.79517 -0.09404 0.50091 -1.74 -0.69 0.24 0.35
H -2.19644 0.37217 1.01297 1.44 -0.89 0.49 0.52
H -1.82367 -1.33039 1.55297 1.10 1.50 -0.60 -0.07
H -0.23477 -0.61407 3.36747 -0.68 0.88 -1.35 0.12
H -1.64967 0.54327 3.36724 1.34 -0.67 -0.99 0.37
H -0.27308 2.36501 3.15877 0.85 -1.29 -0.89 0.33
H 0.51594 1.80221 1.60069 -0.20 -0.64 1.30 0.22
H 1.08896 0.92828 4.63741 0.99 0.26 -1.62 0.30
H 2.26085 2.01346 3.60570 -1.26 -1.06 0.21 0.35
H 2.74020 0.09410 2.34408 -0.53 0.29 0.74 0.29
C -0.06391 3.79349 -3.90511 -0.44 -0.23 0.10 -0.36
C 0.37803 4.59903 -5.10662 0.24 -0.05 -0.36 -0.58
C 0.66571 5.95409 -4.48861 -0.05 0.28 0.17 -0.47
O 1.09606 5.71262 -3.14229 -0.17 -0.12 -0.26 -0.44
C 0.82869 4.34166 -2.81197 0.39 -0.04 0.19 -0.19
H 0.03875 2.71563 -4.03687 0.04 0.10 0.07 0.22
H -1.11247 4.01281 -3.67663 0.05 -0.04 0.00 0.27
H 1.29848 4.17372 -5.51993 -0.07 0.04 0.00 0.27
H -0.36543 4.64342 -5.90453 0.05 0.03 0.05 0.34
H -0.23797 6.57196 -4.44624 -0.01 0.02 -0.11 0.27
H 1.43947 6.50561 -5.02811 0.00 0.02 0.13 0.27
H 1.78626 3.81210 -2.77979 -0.10 -0.11 0.05 0.17
H 0.36587 4.28494 -1.82417 0.06 0.09 -0.02 0.23
```
Forces are in eV/Å.

Calculated values
Kohn-Sham gap: 0.3519 Eh
SMILES: COCCC[C@]1([C@@H](C)F)OC(=O)O[C@H]1CCCCO.C1CCOC1
highest occupied orbital energy: -8.987 eV
maximum force: 4.90 eV/A
ΔE to the lowest compared entry with this formula, charge and spin: 299.09 kJ/mol

=====

ORCA calculation (ωB97M-V with the def2-TZVPD basis set) on a structure of composition C17H31HgN3P2.

```
54
Properties=species:S:1:pos:R:3:forces:R:3:mulliken_charge:R:1
P -0.54355 -2.23601 -0.21683 -0.58 -0.35 -2.17 0.63
P 1.81206 -0.83343 1.27994 2.30 1.51 -1.45 1.09
C 1.22709 -2.81744 -0.46479 -0.15 -0.35 0.38 -0.44
C 2.10895 -2.61203 0.78969 -0.08 -0.11 0.33 -1.54
H 1.62226 -2.20634 -1.29883 -0.34 -0.21 0.37 0.34
H 1.18460 -3.85817 -0.81957 0.38 0.20 0.23 0.59
H 1.78342 -3.32729 1.58007 0.43 0.03 -0.27 0.36
H 3.17880 -2.70480 0.58331 -0.15 -0.58 0.19 0.47
C 3.10817 -0.19225 0.06385 -0.42 0.32 -0.28 -1.75
H 3.32062 0.86677 0.25015 -0.11 -0.27 0.19 0.46
H 2.80337 -0.24096 -0.98220 -0.06 -0.23 0.17 0.24
H 4.02893 -0.78146 0.21472 -0.38 0.18 0.07 0.56
C 2.72773 -0.19970 2.73946 0.40 -0.60 0.27 -1.29
H 3.75288 -0.04356 2.41448 0.17 0.10 0.41 0.41
H 2.71874 -0.84506 3.62045 0.00 -0.05 -0.04 0.47
H 2.27639 0.75293 3.04079 -0.01 -0.11 -0.24 0.38
C -0.94861 -2.61419 -2.02227 -0.25 0.04 -0.08 -1.55
H -2.02128 -2.50246 -2.23030 0.29 0.32 0.14 0.41
H -0.74638 -3.66868 -2.25422 0.24 0.09 0.30 0.58
H -0.36483 -1.99277 -2.72494 -0.37 -0.14 0.51 0.23
C -1.63553 -3.56971 0.49235 0.62 -0.29 -0.21 -1.36
H -1.21482 -3.93294 1.44425 -0.40 -0.18 -0.19 0.45
H -1.78475 -4.39241 -0.21721 0.15 -0.05 0.35 0.37
H -2.61422 -3.10344 0.67308 0.34 -0.03 0.12 0.36
Hg 0.02933 -1.85942 2.62022 -1.02 0.64 0.03 0.70
C 0.99342 1.65617 -1.73569 -0.65 0.07 1.40 -0.36
C 1.11495 0.97437 -2.87888 0.60 0.83 -0.19 -0.40
C 0.35992 1.14219 -4.15403 -1.35 -0.51 0.79 -0.80
C -1.09997 1.42981 -3.74449 -0.45 0.15 -0.14 -0.84
C -1.74281 0.42482 -2.80611 0.23 -0.25 -1.22 -0.67
C -1.87875 0.40071 -1.49511 -0.54 0.29 1.09 -0.51
C -1.32347 1.30095 -0.41715 0.23 0.32 -0.31 0.26
C -0.15863 2.24247 -0.89172 -0.17 0.83 0.07 -1.35
C -1.14550 -0.66605 3.84221 -0.26 -0.27 1.55 -1.18
H 1.90573 1.79726 -1.16747 0.10 -0.94 0.22 0.76
H 1.93026 0.26992 -2.90381 0.97 0.39 -0.42 0.37
H 0.49814 0.23433 -4.73325 -0.32 -0.12 -0.38 0.35
H 0.66993 2.00255 -4.77654 0.37 -0.44 0.49 0.35
H -1.06107 2.40899 -3.23699 -0.34 -0.32 -0.52 0.34
H -1.73486 1.48541 -4.65595 0.29 0.24 0.61 0.45
H -2.15705 -0.45858 -3.29548 -0.18 0.36 -0.23 0.45
H -2.54465 -0.39631 -1.13908 0.40 0.17 0.13 0.74
H -1.01599 0.66625 0.44059 0.12 0.25 -0.52 -0.50
H -2.10106 1.96543 0.02796 0.39 -0.43 -0.42 0.48
H -0.63651 3.12447 -1.35855 0.27 -0.32 0.17 0.43
H 0.31033 2.61237 0.04738 -0.35 -0.03 -0.66 0.43
H -1.07942 -1.16357 4.81526 -0.45 0.34 -0.14 0.33
H -2.13048 -0.70109 3.40380 -0.26 0.00 0.04 0.33
H -0.75734 0.35314 3.90524 0.20 -0.14 -0.41 0.33
N -0.92540 3.36646 3.33721 -0.50 0.65 0.39 -0.59
C -1.44491 4.29311 3.85531 0.30 -0.81 -0.54 0.40
N -1.89297 5.29068 4.53790 0.48 -0.07 0.40 -0.64
C -2.92613 6.05701 4.34526 -1.43 0.88 -0.48 0.44
N -3.83511 6.80153 4.25654 1.27 -1.04 0.13 -0.57
```
Forces are in eV/Å.

Calculated values
Kohn-Sham gap: 0.1260 Eh
highest occupied orbital energy: -6.259 eV
maximum force: 3.11 eV/A
ΔE to the lowest compared entry with this formula, charge and spin: 152.14 kJ/mol

=====

ORCA calculation (ωB97M-V with the def2-TZVPD basis set) on a structure of composition C17H31MnN3P2.

```
54
Properties=species:S:1:pos:R:3:forces:R:3:mulliken_charge:R:1
P -1.26772 -1.41941 -3.37702 -1.64 -0.79 0.12 0.81
P -0.51490 -1.21138 -0.20570 -1.62 -1.87 3.19 0.53
C -1.24802 -2.92978 -2.32086 -1.73 -0.94 -0.42 -0.94
C -1.65116 -2.57977 -0.89709 0.97 0.45 -0.41 -1.06
H -0.24684 -3.38266 -2.28246 -0.03 0.49 -0.38 0.36
H -1.91320 -3.74031 -2.66032 0.10 0.24 -0.28 0.46
H -2.68337 -2.18230 -0.80136 0.52 -0.38 -0.14 0.40
H -1.52921 -3.48695 -0.28052 -0.22 0.47 -0.32 0.59
C 0.94867 -2.20963 0.34900 0.16 -0.11 -0.77 -1.16
H 1.39472 -1.81382 1.28003 -0.33 0.03 -0.57 0.25
H 1.69165 -2.17370 -0.45323 0.25 -0.37 0.28 0.31
H 0.57526 -3.22984 0.54121 0.45 0.26 -0.14 0.49
C -1.36630 -1.77256 1.49086 -0.01 0.81 0.37 -1.36
H -1.63032 -2.85172 1.50561 0.32 0.67 -0.33 0.55
H -2.30712 -1.21967 1.62387 0.25 -0.09 0.15 0.35
H -0.72211 -1.62563 2.38374 -0.38 0.28 -0.74 0.29
C -0.92512 -1.77065 -5.10315 -0.15 -0.48 -1.14 -1.10
H -0.05292 -1.17736 -5.45826 -0.77 -0.30 0.22 0.33
H -1.80011 -1.56720 -5.73816 0.32 0.03 0.11 0.37
H -0.69779 -2.82838 -5.20624 0.07 -0.19 -0.08 0.40
C -2.74620 -0.31592 -3.31533 -0.90 -0.33 0.02 -1.27
H -3.07913 -0.11932 -2.28830 0.27 -0.18 -0.11 0.31
H -3.62910 -0.69902 -3.86864 0.58 -0.06 0.26 0.39
H -2.51550 0.67079 -3.74909 0.39 -0.51 0.06 0.39
Mn 0.55365 -0.31398 -3.03211 3.28 3.54 0.25 0.22
C 0.80036 2.11487 4.80837 -0.39 -0.30 0.69 -0.48
C 1.87603 1.46853 4.34848 0.91 0.58 0.27 -0.36
C 2.23066 0.61787 3.11470 0.48 -0.77 0.85 -0.95
C 1.88607 1.21751 1.74776 0.27 1.13 1.24 0.26
C 0.50340 1.84773 1.73965 0.86 0.81 -2.13 -0.19
C -0.62733 1.30205 2.17491 -1.51 -1.76 0.06 -0.46
C -0.81207 0.66264 3.53797 0.52 -0.68 -0.09 -0.75
C -0.63812 1.76857 4.61641 -1.00 0.37 -1.47 -0.71
C 0.53530 1.25010 -4.57935 -0.11 -0.25 0.14 -1.37
H 0.93878 2.90174 5.57997 0.20 -0.83 -0.29 0.33
H 2.73140 1.65168 5.01108 0.16 0.30 -0.75 0.30
H 1.77563 -0.39287 3.19866 0.44 0.42 -0.05 0.17
H 3.33551 0.50203 3.17930 -0.70 -0.26 -0.13 0.51
H 2.61842 1.98663 1.47406 -0.09 -0.07 0.39 0.13
H 2.01523 0.46510 0.93038 -0.63 0.35 0.60 0.07
H 0.44855 2.76830 1.10694 -0.23 -1.40 -0.51 0.17
H -1.46671 1.02360 1.46512 0.23 2.15 0.91 0.52
H -0.01466 -0.07457 3.71981 -0.48 0.02 0.24 0.16
H -1.77466 0.10968 3.55044 0.48 0.60 0.34 0.42
H -1.20023 2.67139 4.28418 0.19 -0.43 0.21 0.36
H -1.09137 1.48142 5.57300 0.26 -0.11 -0.05 0.40
H 0.03101 2.05161 -3.99491 0.40 -0.14 -0.31 0.27
H 0.00153 1.18589 -5.54800 0.27 -0.05 0.38 0.40
H 1.59324 1.54965 -4.76441 -0.76 -0.07 0.13 0.32
N 1.88547 0.80606 -1.98701 -0.01 1.29 1.02 -0.70
C 1.93612 1.91546 -1.54598 0.14 -0.95 -0.47 0.86
N 1.91687 3.14074 -1.20574 0.21 -0.21 0.08 -0.63
C 2.64927 3.71342 -0.25605 0.96 0.38 1.07 0.64
N 3.27852 4.24330 0.58379 -1.20 -0.81 -1.56 -0.61
```
Forces are in eV/Å.

Calculated values
spin multiplicity: 6
Kohn-Sham gap (alpha / beta): 0.2628 / 0.2550 Eh
highest occupied orbital energy (alpha / beta): -7.325 / -7.733 eV
expectation value of S²: 8.771
maximum force: 4.83 eV/A
ΔE to the lowest compared entry with this formula, charge and spin: 0.00 kJ/mol

=====

> The highest maximum force belongs to which entry?

C17H31F5P2Pt

=====

> Which of these has the highest maximum force?

C17H31F5P2Pt

=====

> Which of these has the lowest maximum force?

C17H31HgN3P2

=====

> Among the records above, which one has the lowest ΔE to the lowest compared entry with this formula, charge and spin?

C17H31MnN3P2